Entry 1:
{
  "formula": "C3H2N2OS",
  "method": "ωB97M-V/def2-TZVPD",
  "orbital_gap_ha": 0.2919,
  "homo_energy_ev": -9.5077,
  "relative_energy_kj_mol": 129.9,
  "molar_mass_g_mol": 114.13,
  "e_lumo_ev": -1.565,
  "max_force_ev_per_a": 1.07,
  "multiplicity": 1,
  "symbols": ["H", "C", "O", "C", "C", "H", "N", "S", "N"],
  "positions_angstrom": [[1.68683, 1.76099, 0.00963], [-1.52570, -0.88997, 0.00220], [-0.71239, 1.05340, -0.00293], [1.63968, 0.63856, -0.00417], [0.26478, 0.12916, 0.00703], [-2.23543, -1.69638, -0.00079], [-1.90188, 0.35988, -0.00458], [2.96204, -0.26945, -0.00190], [-0.17792, -1.08619, -0.00450]]
}



Entry 2:
{
  "formula": "C16H36N4O5",
  "method": "ωB97M-V/def2-TZVPD",
  "orbital_gap_ha": 0.3392,
  "homo_energy_ev": -8.9676,
  "relative_energy_kj_mol": 0.0,
  "molar_mass_g_mol": 364.49,
  "e_lumo_ev": 0.262,
  "max_force_ev_per_a": 0.87,
  "multiplicity": 1,
  "symbols": ["C", "H", "H", "H", "N", "C", "N", "H", "C", "C", "C", "C", "H", "H", "H", "C", "C", "O", "H", "H", "C", "H", "C", "H", "H", "H", "N", "C", "C", "H", "H", "H", "C", "C", "H", "H", "H", "H", "O", "H", "H", "H", "H", "N", "H", "O", "H", "H", "H", "C", "O", "O", "H", "H", "H", "H", "C", "H", "H", "H", "H"],
  "positions_angstrom": [[2.51794, 2.42835, 2.76691], [-0.19704, -3.23846, 2.20325], [-0.02869, 3.27865, 4.73486], [3.36261, -4.80101, 2.11918], [-1.25684, -1.31359, -4.40618], [-0.79478, 0.01330, -4.07484], [-0.09903, -0.00815, 0.22578], [-1.55482, -0.06837, 1.66676], [-1.85139, 3.42926, -0.71132], [-1.19720, 3.50302, -3.09112], [0.71853, 0.96865, -0.20612], [-0.65422, -1.95314, -5.56186], [2.81972, 2.78361, 1.78474], [0.43121, -2.00437, -5.42188], [1.09590, 4.05551, 1.41173], [0.62591, 2.49624, 4.36423], [0.70549, -3.83627, 2.11021], [-2.83021, -2.92895, -4.06152], [-1.55268, 3.17806, -4.06120], [-0.16455, -1.17100, 1.94874], [-0.32771, -1.18942, -0.57762], [0.96867, 1.69127, 0.58958], [0.50756, 3.74311, 2.29368], [3.27271, 2.70972, 3.50733], [0.40199, -1.97663, -0.34497], [-1.04160, -2.95723, -5.67274], [-2.11609, 3.04210, -2.07124], [-2.34378, -1.84753, -3.80877], [1.81839, -5.27256, 3.57427], [3.64137, -4.07408, 3.66268], [-1.32423, -1.57484, -0.36258], [-0.23427, -1.00920, -1.64217], [-0.47072, -0.18192, 1.62011], [2.84503, -4.33269, 2.96398], [-1.14559, 0.30013, -3.08477], [0.82831, -4.19219, 1.07666], [-2.67999, -1.22406, -2.96283], [-0.00831, 0.58228, 2.24427], [-0.62069, 4.12741, 2.48685], [-2.00916, 4.49999, -0.53845], [1.72810, -5.10419, 4.65385], [-0.82645, 3.20157, -0.41718], [-1.21090, 0.76281, -4.75610], [1.21036, 2.93087, 3.12208], [0.29394, 0.04091, -4.07444], [1.10783, 1.09101, -1.34655], [-2.52975, 2.90845, -0.03417], [0.06313, 1.56813, 4.23140], [-3.84108, 2.06802, -1.53781], [2.00144, -3.15184, 2.51942], [0.56645, -4.97742, 2.95231], [-3.49612, 1.96156, -3.52003], [-1.15595, 4.60285, -3.08910], [2.51145, 1.33107, 2.74793], [-0.82894, -1.35508, -6.46159], [2.03101, -6.32963, 3.41253], [-3.20486, 2.31945, -2.40392], [1.43157, 2.30118, 5.06884], [-0.17832, 3.17913, -2.86747], [2.42594, -2.53655, 1.72712], [1.84342, -2.48728, 3.37928]]
}



Entry 3:
{
  "formula": "C4H7IS",
  "method": "ωB97M-V/def2-TZVPD",
  "orbital_gap_ha": 0.3073,
  "homo_energy_ev": -8.9914,
  "relative_energy_kj_mol": 121.0,
  "molar_mass_g_mol": 214.07,
  "e_lumo_ev": -0.630,
  "max_force_ev_per_a": 4.42,
  "multiplicity": 1,
  "symbols": ["H", "C", "H", "I", "H", "H", "H", "S", "H", "H", "C", "C", "C"],
  "positions_angstrom": [[1.06361, 1.74056, 1.24082], [0.69261, -0.29516, 0.75956], [1.34619, 1.32143, -0.44806], [-2.56968, -0.95862, -0.13068], [1.13101, -0.90795, -1.23825], [-0.10838, -1.88451, -0.44728], [1.53953, -2.11086, 0.07457], [-2.51245, 2.39106, -0.20551], [0.40387, -0.61995, 1.73220], [-0.89292, 0.81327, -0.99096], [-1.87587, 0.93084, -0.52005], [0.83290, -1.35449, -0.28971], [0.94957, 0.93439, 0.46334]]
}



Entry 4:
{
  "formula": "C7H8",
  "method": "ωB97M-V/def2-TZVPD",
  "orbital_gap_ha": 0.3769,
  "homo_energy_ev": -9.6755,
  "relative_energy_kj_mol": 611.5,
  "molar_mass_g_mol": 92.14,
  "e_lumo_ev": 0.581,
  "max_force_ev_per_a": 1.45,
  "multiplicity": 1,
  "symbols": ["C", "H", "H", "H", "C", "C", "H", "H", "C", "H", "H", "H", "C", "C", "C"],
  "positions_angstrom": [[-1.12404, 0.57425, 0.66803], [1.00899, -0.55924, 1.94439], [0.65961, -0.93945, -1.78957], [-0.74569, 0.14418, -1.96180], [1.11809, 1.30692, -0.58530], [0.82194, -0.93186, 0.93095], [-0.92045, -1.41241, -1.11879], [1.77378, -1.24095, 0.49191], [0.13072, 0.10847, 0.00783], [-3.09565, 1.23053, 1.60515], [0.19326, -1.83286, 1.02533], [1.48899, 1.34778, -1.63624], [1.12008, 1.88443, 0.56525], [-0.24998, -0.57353, -1.30851], [-2.17964, 0.89373, 1.16139]]
}